The following is a quantum chemistry calculation of C18H24N2O3 in the gas phase in a non-equilibrium geometry, from the Open Molecules 2025 dataset.

ORCA input file:
```
! wB97M-V def2-TZVPD RIJCOSX def2/J DEFGRID3
* xyz 0 1
H 1.2570 -1.8891 -1.5241
H 1.5986 1.9899 1.2848
H 0.2678 -2.1433 -3.7873
H -1.9070 -1.5896 4.7610
O -2.4618 -0.6135 -0.9562
H -3.8726 1.7670 0.9273
C -0.6909 -1.0710 3.1116
H 1.9928 -0.3628 -1.9985
N 1.3411 -1.7578 2.6395
H -0.2530 0.6343 -2.3275
H -2.6539 -1.8757 3.1909
H 5.1158 1.2552 -1.0177
H -2.2574 -0.0608 1.0446
C 1.1827 -0.5976 2.0466
H -1.1641 -2.0842 -1.2784
C 4.2527 -0.4577 -0.0624
H 3.1648 -1.9720 0.9992
H -2.5026 -0.2175 3.7967
H 2.0041 -1.8805 -3.9133
H -1.7120 -1.2600 -2.7592
H -3.0348 0.5806 -2.5424
H -2.4767 2.8702 1.0659
C 1.0636 -1.4228 -3.6166
C 1.1235 -1.0056 -2.1518
C -2.8166 1.9074 0.6772
C 3.3558 1.7599 0.0929
C -0.1352 -0.0992 2.3163
C -2.6262 1.8608 -0.8425
H 0.8900 -0.5575 -4.2529
O 0.2035 -2.0496 3.3072
H -1.5705 2.0117 -1.0668
C -3.1184 0.5403 -1.4490
H 5.0041 -1.1403 -0.4319
C -2.0216 -1.1903 3.7555
H 3.4084 2.8107 -0.1515
C -1.3821 -1.1080 -1.7221
H -3.1933 2.6744 -1.2974
C 3.2283 -0.9284 0.7345
C 2.2510 -0.0555 1.2157
O -0.3802 2.2603 2.0150
H 0.0457 0.0993 -0.6674
H -4.1755 0.4061 -1.1901
N -2.0457 0.8823 1.3417
C -0.8252 1.1381 1.8697
C -0.1181 -0.2433 -1.6912
C 4.3163 0.8878 -0.3907
C 2.3277 1.2975 0.8953
*
```

The calculation puts the energy relative to the best compared isomer or geometry (same formula, charge and spin) at 248.5 kJ/mol. As for the SMILES: CCCCOCCCNC(=O)c1c(-c2ccccc2)noc1C. The calculation puts the frontier orbital gap at 9.64 eV.

=====

The following is a quantum chemistry calculation of C18H20N7OS2Ti as an isolated structure in a non-equilibrium geometry, from the Open Molecules 2025 dataset.

ORCA input file:
```
! wB97M-V def2-TZVPD RIJCOSX def2/J DEFGRID3
* xyz 1 1
C -2.7912 -1.6397 -3.9117
H 1.4065 -3.9495 -0.1646
H 4.4911 -1.2571 2.0904
H -1.5373 4.7441 -2.3917
H 0.0847 3.5185 2.5261
C 2.3508 1.0309 0.8714
H -0.0061 -1.7205 5.3655
C -0.7665 -0.9403 3.4599
H 1.5078 -3.1507 -1.7309
C 0.5182 1.4228 4.3027
H -0.0867 5.3285 -1.6497
H 4.3072 1.2351 1.8226
N -0.1942 -1.1240 -0.7553
N -0.1005 2.4577 0.8126
N -0.8775 4.6901 -1.6707
S -2.3527 2.5077 -0.8167
H -2.5843 -2.5222 -3.3468
N -1.7139 -0.6500 -3.7288
H 2.1591 2.0969 0.8203
H -3.7196 -1.1517 -3.5867
C 0.6836 -1.8786 -0.2979
H -0.1113 -3.7280 -0.9734
C 3.5264 0.5573 1.4600
S 0.1999 0.8033 -2.5647
C -0.9894 3.7063 -0.7998
C -2.8462 -1.9307 -5.3598
C -0.9953 -0.4953 -2.6600
C 0.0149 2.5399 2.1097
N -1.1474 -1.3702 -1.6552
H -2.6362 -1.0659 -6.0328
C -0.6980 0.1827 2.6365
N -0.0284 3.5882 0.0687
H -2.0581 -2.6835 -5.6813
N 1.5054 0.2230 0.2923
H -1.2635 -1.8759 3.1421
C 1.6477 -1.0852 0.4172
C -0.0553 1.3692 3.0480
C 0.9093 -3.2476 -0.7871
H -3.7973 -2.3548 -5.5792
C 3.6447 -0.8144 1.6111
H -1.5113 -0.0564 -4.5109
C 2.7418 -1.6697 1.0735
Ti -0.6497 0.7971 -0.2739
H 0.8930 0.3923 6.0447
C -0.1332 -0.8568 4.6775
O -1.2248 0.1119 1.3969
H 1.0215 2.2988 4.6922
H 2.8035 -2.7502 1.1157
C 0.4588 0.3667 5.0722
*
```

The calculation puts the energy relative to the best compared isomer or geometry (same formula, charge and spin) at 135.4 kJ/mol. The calculation puts the frontier orbital gap at 7.31 eV.

=====

The following is a quantum chemistry calculation of C24H74IO18Si2 as an isolated structure, from the Open Molecules 2025 dataset.

ORCA input file:
```
! wB97M-V def2-TZVPD RIJCOSX def2/J DEFGRID3
* xyz -1 1
C -1.6665 -3.3128 3.1259
C -2.8386 -1.5776 1.5802
H 4.2168 9.7583 -0.7355
H 7.4580 -2.5979 -3.2640
C -0.1407 1.8307 -1.8160
C -10.9025 0.3260 -2.5467
H 3.1364 0.0614 -1.1550
H 1.5421 -6.2299 -2.8533
H 0.0516 0.7131 1.4595
C 3.9818 8.9643 -1.4410
O 4.9377 10.3532 1.7235
H -10.0378 0.2279 -3.2071
H 4.4071 2.0295 -4.5830
H -0.6253 -2.8830 7.2240
H 1.5434 7.0040 -2.6364
C 1.8228 -2.4681 3.7517
H 1.3041 -0.5048 1.0686
H 3.9048 -0.1657 -3.6721
H 3.0632 -5.6128 -1.1827
H 6.2590 -0.1390 2.1823
H 2.5720 -0.8826 4.9367
H -0.4045 -2.4348 0.6721
O -2.3106 -5.6584 0.4438
O 2.3854 5.4412 -1.6353
H 0.9588 5.4040 -3.1489
H 1.5154 -0.2365 -2.7681
H 4.6069 9.3552 3.5275
H 4.7572 9.5561 1.2139
C -2.9578 -2.6066 2.7091
H 2.9874 9.1600 -1.8545
C 0.7948 0.4016 0.7214
H 0.9687 -0.5042 4.2143
O -1.1633 2.2041 -2.4586
H 2.4166 -0.5098 3.2186
C -6.5761 -0.9257 3.5022
H -3.3505 -3.0761 6.4989
H 0.3504 -1.5466 -2.6857
H -0.5644 -2.1992 4.6030
C 5.2044 0.1442 2.1170
H 3.8004 7.0208 -1.3398
H -2.5423 -6.2194 1.1878
H -5.9967 -0.3891 4.2509
H -4.1185 -6.0155 -0.5394
H 2.5064 -5.1919 -3.9171
H -11.7495 0.7122 -3.1194
H -3.8420 -1.4575 1.1513
H 2.1198 4.5586 -1.3419
H -11.4347 -1.5483 -2.5921
H 2.5002 -2.5122 -2.2685
Si -0.0206 0.1244 -0.9548
Si -1.7151 -1.9893 0.1407
H 1.0641 2.3293 -5.9878
H 4.6169 -0.7579 1.9620
C 3.2857 -0.9922 -0.9241
H 1.2400 3.7845 -4.9746
H 4.0682 2.0569 -2.8288
H -2.7821 -2.6994 8.1357
H -6.5561 -2.6971 2.7438
H 3.2165 -6.6802 -3.2685
O 3.2140 0.4682 -3.8906
H -10.6605 1.0364 -1.7606
O -6.0463 -2.2402 3.4202
O -1.5063 -0.6373 -0.7635
H -0.7110 -1.3697 3.0399
O -8.3035 -2.3581 1.2458
C 1.9261 -0.9960 4.0682
C 2.1306 -1.8375 -1.4928
C 1.2567 6.0081 -2.2952
O -11.2193 -0.9088 -1.9091
C 2.5474 -5.8429 -3.0469
H 1.5394 1.1871 0.5826
C 4.2575 10.2245 2.9640
H -6.4829 -0.4152 2.5410
H -7.6287 -0.9364 3.7972
H 3.1760 10.1444 2.8251
H -1.9095 -3.9119 4.0132
H 8.3784 -1.6297 -5.1808
H -2.7594 -5.4371 -1.5160
H -8.6982 -0.6946 0.1434
H 5.4788 1.8021 1.1364
C -3.0384 -6.0931 -0.6953
O 0.9543 2.4442 -1.6756
O 3.0239 -5.0578 -1.9653
H -8.7329 -3.1835 1.4831
H 9.3799 -3.0879 -5.2696
H 0.4080 6.0941 -1.6133
O 7.9211 -3.1870 -3.8675
H -2.2951 -3.0509 -0.7138
H 4.8977 0.6016 3.0626
O 4.9600 1.0038 1.0135
C -2.5468 -3.2375 7.2136
H 2.7720 2.4139 -3.9774
H 3.3672 -1.1119 0.1527
H -2.7890 -7.1237 -0.9661
C 1.0370 -0.9366 -2.0880
H -9.4369 -2.1663 -0.5024
H 9.6051 -1.9513 -3.9298
I 5.2593 -1.4442 -1.6659
H -2.5708 -0.5819 1.9499
H -3.3587 -2.1058 3.5964
O 4.0250 7.7391 -0.7319
C -0.5548 -2.3426 3.5215
O 0.7191 -2.8934 3.1114
H 1.7363 -2.4889 -0.7082
H -1.2964 -4.0203 2.3798
H 0.5755 3.9193 -6.6146
H -3.6920 -3.3710 2.4442
H -10.1252 -1.3857 0.9376
O -1.3528 -2.7484 6.6111
H 4.4699 11.1224 3.5406
C -9.1991 -1.6216 0.4090
C 3.6590 1.8103 -3.8128
C 8.8644 -2.4119 -4.5906
H 4.7162 8.9975 -2.2521
O 2.7268 -3.2250 3.9650
C 0.6121 3.2913 -5.7240
H -2.4768 -4.3069 7.4289
H -0.7504 2.5987 -4.4693
O -0.7217 3.1437 -5.2743
*
```

The calculation puts the frontier orbital gap at 6.15 eV.

=====

The following is a quantum chemistry calculation of C51H48N4O2P2Zr as an isolated structure in a non-equilibrium geometry, from the Open Molecules 2025 dataset.

ORCA input file:
```
! wB97M-V def2-TZVPD RIJCOSX def2/J DEFGRID3
* xyz 0 1
H 1.8927 1.9185 -4.7261
H 0.8995 -1.2207 2.2580
C -0.5695 3.4571 -1.5924
C 0.6374 -2.2618 2.1677
C 2.7137 -5.2757 -2.7037
C -3.3377 -4.1654 0.8303
H -1.1936 -0.9845 -3.4270
C 0.4037 -2.8081 0.9078
H 0.3346 6.3724 -0.0449
H -2.4932 -2.3065 5.2895
C -3.6921 -1.4550 1.2535
H -1.9851 -3.5899 -0.7176
C -0.3212 3.9377 0.8208
H 0.6952 -2.5775 4.2815
C -0.9581 1.0016 2.4631
H 4.1660 2.5607 -2.8549
H -3.9242 1.2384 -1.5821
H -2.1565 -0.9006 7.2929
O -0.6823 2.1660 -1.4008
C -4.2209 -3.7294 1.8042
C -2.6456 -3.2485 0.0613
C -3.4478 -1.8646 -2.8273
C 1.6424 2.0293 -3.6719
H 4.4847 1.2779 0.6690
C -1.3224 0.4860 3.7953
H 3.1589 -6.1645 -3.1249
C -1.4495 0.7806 6.1756
C -2.7914 -1.8861 0.2864
C 4.1552 2.1908 1.1459
C -2.1088 -1.3040 5.1883
H 0.4809 -1.5158 -3.2105
H -1.9319 -1.4270 3.0564
C 5.0153 3.2560 1.2117
H 0.1358 -4.9808 4.1091
H -4.6454 -2.7899 -4.3339
C 2.8938 -3.2830 -1.3769
C -0.2144 4.3646 -0.5423
C 1.9870 1.0859 1.6919
H -3.8260 -0.3942 1.4203
Zr 0.3661 1.0980 -0.0577
C -0.8509 4.0217 -2.8529
C 0.1113 -4.1685 0.8231
H -0.2053 -5.9936 1.8914
H -0.8789 5.7559 -4.0868
C 4.6282 4.4394 1.8538
C 2.5335 1.1417 -2.8057
H -2.7821 -2.7096 -2.7316
H -0.2707 -3.7161 -2.4753
C -3.2413 -0.7304 -2.0497
C 0.0142 -4.9364 1.9691
H -0.7436 2.2763 4.8078
H -6.1974 -0.8826 -4.5226
C -0.6649 5.3629 -3.1029
H -4.7636 -4.4457 2.4037
H 2.5454 0.1496 1.5282
H -3.2015 -5.2245 0.6620
H 0.7725 -5.6787 -3.5201
H -0.0251 0.0873 -2.6134
H -1.2058 3.3622 -3.6336
H -0.4364 4.6975 1.5964
H 4.2343 1.3790 -4.1586
H 2.9942 0.6262 -0.8257
C -0.3392 -0.9598 -2.7487
P 0.7698 -1.7024 -0.5281
H 4.5325 -4.5857 -1.8208
H -0.0263 -4.6419 -0.1376
N 6.3251 6.3359 2.0614
C 3.9972 1.5134 -3.1035
H 1.4197 1.0266 2.6300
H 4.6837 0.9054 -2.5151
C 0.2075 -4.3708 3.2195
C -5.3666 -0.8346 -3.8338
H 6.0063 3.1839 0.7875
H -0.0322 7.2623 -2.3166
C -0.1981 6.2161 -2.1049
P -1.9635 -0.5957 -0.7264
H -5.1096 -2.0276 2.7500
C 1.3692 -5.0142 -2.9108
C 3.3412 4.5190 2.3975
C 2.4863 3.4483 2.3260
C -4.4063 -2.3717 2.0059
N -0.7186 -1.5996 -1.4730
C 2.8622 2.2363 1.7085
C 0.7808 -3.9111 -2.3218
H 1.7823 3.0738 -3.3947
C -4.4970 -1.9090 -3.7253
C -5.1663 0.2979 -3.0625
C -1.1429 1.2811 4.9261
H 2.3967 0.0882 -3.1014
C -4.1020 0.3519 -2.1788
H 1.5107 3.5227 2.7889
H 2.5641 2.3323 -1.0454
N -0.4604 2.6861 1.1051
C -1.9282 -0.5133 6.3110
H 3.4912 -2.5930 -0.7955
O -0.7290 0.1780 1.4895
C -1.8020 -0.8126 3.9338
H 0.5907 1.7814 -3.5493
H -1.3157 1.4009 7.0498
C 2.2486 1.2930 -1.3009
H -5.8424 1.1354 -3.1463
C 3.4794 -4.3953 -1.9582
C 1.5338 -3.0463 -1.5312
C 0.0043 5.7177 -0.8391
N -0.8409 2.3043 2.3602
H 3.0283 5.4268 2.8924
C 5.5454 5.4962 1.9678
C 0.5220 -3.0277 3.3149
*
```

The calculation puts the energy relative to the best compared isomer or geometry (same formula, charge and spin) at 142.9 kJ/mol. The calculation puts the frontier orbital gap at 7.01 eV.

=====

The following is a quantum chemistry calculation of C17H22CrF6N5PS as an isolated structure, from the Open Molecules 2025 dataset.

ORCA input file:
```
! wB97M-V def2-TZVPD RIJCOSX def2/J DEFGRID3
* xyz 2 3
C -0.4561 -2.7066 -0.2916
F 2.1541 0.9389 -2.6616
F -0.4812 2.2995 -3.7476
F 1.7793 2.7952 -4.0080
H -4.0604 1.3161 -3.2015
C 1.2231 -1.9748 -1.8092
C -2.7173 1.4702 -1.6603
C -3.7021 -1.2156 0.9964
H 0.9452 1.8627 2.3924
H -3.2509 -0.5609 -1.8119
N -1.8905 -0.1279 -0.2663
H -1.3481 -0.2162 5.3411
H 1.9006 2.7989 0.3036
C -1.1169 0.0130 4.3098
H -4.1610 -1.4742 0.0468
C 1.6037 -1.8099 0.5626
F 0.8878 0.6653 -4.4997
H 4.3356 2.8059 0.5869
P 0.9194 1.7057 -3.3360
C 2.4416 -0.5728 0.5606
H -2.6421 -1.2604 3.4798
N -2.6941 0.1492 -1.3580
C 1.7904 0.6319 0.3704
C 2.4279 1.8584 0.4194
F 0.7841 2.5083 -1.8930
H 1.6201 -2.9942 -1.7998
F -0.1699 0.4419 -2.3692
H 2.2094 -2.7086 0.4146
C 3.8209 -0.5524 0.7055
C 4.4975 0.6625 0.7178
C -0.1334 0.9275 3.9880
N 0.5825 -1.6878 -0.5043
N -3.4908 1.9161 -2.6230
H -3.6211 -2.1245 1.5945
H 4.3638 -1.4846 0.7995
H -0.0126 -3.7050 -0.3361
H 2.0362 -1.2858 -1.9944
C 3.8100 1.8608 0.5745
H -4.3710 -0.5368 1.5322
H -0.9196 -2.5928 0.6874
C -2.3675 -0.5936 0.8332
Cr -0.0803 0.6062 -0.4409
N -0.4671 0.5568 1.6477
H -1.2096 -2.6431 -1.0757
H 0.4970 -1.8916 -2.6129
C -1.4972 -0.2715 1.9684
C -1.8275 -0.5803 3.2732
H -3.4465 2.8937 -2.8721
C 0.1650 1.1640 2.6519
H 0.4155 1.4580 4.7530
H 1.0925 -1.9113 1.5244
S -1.7390 2.4993 -0.7127
H 5.5709 0.6771 0.8505
*
```

The calculation puts the frontier orbital gap (alpha / beta) at 6.75 / 7.51 eV.

=====

The following is a quantum chemistry calculation of C47H57GaNO4P2Si2 as an isolated structure in a non-equilibrium geometry, from the Open Molecules 2025 dataset.

ORCA input file:
```
! wB97M-V def2-TZVPD RIJCOSX def2/J DEFGRID3
* xyz 1 1
C 0.8843 -5.1440 4.4889
H -1.3781 2.8714 -2.2618
H 4.0345 -3.6474 0.1528
H -4.3385 -0.8371 -2.7963
H -1.1227 -0.5373 -4.2698
Si -2.7266 0.7888 -2.0527
C 4.2195 4.1770 -3.7014
C -3.3253 -2.2842 2.4471
O -0.2560 1.0666 0.9974
H -3.3484 5.7571 4.1130
N -1.5696 -0.5263 -1.7155
H -1.3647 -4.5539 1.9282
C 3.0799 -0.2053 3.5589
H -5.1176 0.7598 -3.0617
H 4.9375 4.9542 -3.4757
H -0.2600 -6.4620 3.2741
C -1.2116 -3.9233 -4.1864
C 2.1319 2.4109 -4.3192
C -1.4423 -1.7008 -2.4996
C -1.8526 2.2348 -3.0326
H 3.7076 -1.0377 3.1908
H 3.8706 3.0342 -0.6312
H -3.2718 -3.1906 4.3699
H 3.7841 0.2221 -0.8767
C 0.2036 -2.8315 4.3017
C 2.6049 1.5728 5.1302
C 1.0023 -3.8456 4.8430
H 0.7546 0.7535 -4.0868
C -3.9060 -2.9602 3.5390
H 2.7787 -4.4270 -0.8708
H 5.0420 -1.0391 -1.0500
H -3.5278 2.4480 -0.6726
H 3.1273 -2.5937 -3.1853
H -2.3069 1.5684 0.2999
Ga -0.2268 -0.4369 -0.3192
H -1.2176 3.7968 0.9997
C 4.0823 -0.7712 -0.5291
H 4.7445 4.4311 -1.1985
H 4.5555 3.9101 -7.1312
H -5.7608 -3.8244 4.3098
C 4.0030 3.7581 -5.0750
P -0.5482 1.1840 2.5152
C -0.7857 -4.3488 2.8130
H 2.9425 2.0976 5.9762
O 1.0322 0.9625 -1.8774
C 4.8548 4.3686 -6.1851
C 1.3776 1.7762 4.5237
C 1.6377 2.0941 -1.9040
H 1.6228 0.9427 -5.6948
H -0.6535 -2.5255 -5.7943
H 2.9424 4.4930 -0.8094
C 1.1071 1.4673 -4.8136
C -2.3877 4.8012 2.4502
H 1.6719 2.6837 -0.9285
C 2.9631 2.9100 -5.3292
H -2.6476 4.0405 5.7736
H -3.7256 -1.2570 0.5672
C -5.4811 -2.3214 1.3071
Si 2.6445 -1.9431 -0.8155
H 1.7904 -3.5316 5.5413
C 3.4826 3.6322 -2.6938
H -1.2800 -4.7407 -4.8784
C -1.7255 2.8200 4.2902
C 1.8188 -0.0402 2.9796
P -1.6108 -1.7195 2.4316
C -0.6845 -3.0403 3.2864
H 0.2240 -1.8405 4.7642
H -1.2023 -0.3367 4.3674
H -2.5496 2.8216 -3.6922
C 2.2553 -2.3201 -2.5931
C 2.3381 2.7304 -2.9948
C -6.0215 -3.0839 2.3346
C -0.9487 -2.6538 -4.7356
C 3.5499 0.6953 4.5513
H 4.3456 -0.6127 0.5504
C -1.3550 2.7142 2.9102
H -2.5966 5.5823 1.7162
C -4.1686 -1.8489 1.3731
H 4.5376 0.6498 4.9396
H -3.8648 0.1510 -4.1899
H 2.4329 -3.7959 0.7740
H -1.3686 -5.1226 -2.3829
C 2.9835 -3.5724 -0.1230
C -0.0355 -5.4047 3.4344
H -1.0414 1.8741 -3.6967
C -3.1761 1.4426 -0.3645
C -1.5215 -0.1021 3.3295
H 1.4482 -5.9266 4.9978
C -1.5711 3.7642 2.0031
C -1.5301 -3.0184 -1.9557
H -1.4975 2.0350 5.0184
C -5.2510 -3.4426 3.4394
H 1.4924 -3.1045 -2.6514
H -2.5374 0.3784 3.3165
H -1.5978 -3.2423 -0.8638
H 1.8036 -1.4130 -3.0375
H -5.9705 -2.0162 0.4325
H 2.7153 2.6470 -6.4227
H 1.5879 -0.7220 2.1873
H 0.7612 2.6208 4.8589
C -1.3308 -4.1320 -2.7811
O -1.1034 -1.5542 1.0166
H 5.9090 4.3180 -5.9808
O 1.3759 -1.1402 -0.0558
H 4.6337 5.4423 -6.2774
C -2.3835 3.9216 4.7045
C -1.1351 -1.5590 -3.8645
H -4.0484 1.0017 0.1469
H -7.0514 -3.4713 2.2629
C -2.7696 4.9243 3.7976
C -4.1791 0.2482 -3.1098
C 3.7881 3.9129 -1.2469
H 0.2483 2.0162 -5.2807
C 1.0010 1.0030 3.3962
*
```

The calculation puts the energy relative to the best compared isomer or geometry (same formula, charge and spin) at 0.0 kJ/mol. The calculation puts the frontier orbital gap at 7.23 eV.